Density functional theory data (the ωB97M-V functional and the def2-TZVPD basis) for 7 unconnected molecules or ions with the total composition C27H57F3N6O11S2.

Output
Max |F|, Eh/bohr: 0.0181
ΔE to the lowest compared entry with this formula, charge and spin, eV: 0.0000
SMILES: CCOC[C@]1(CCCS)OS(=O)(=O)O[C@@H]1C(F)(F)F.CN(C)C=O.CN(C)C=O.CN(C)C=O.CN(C)C=O.CN(C)C=O.CN(C)C=O
HOMO, eV: -9.00

```
! wB97M-V def2-TZVPD RIJCOSX def2/J DEFGRID3
* xyz 0 1
C -2.6177 -3.4623 -2.9640
C -1.6513 -4.1479 -1.9902
O -0.6982 -3.2564 -1.4390
C 0.2847 -2.8756 -2.3815
C 0.5513 -1.3575 -2.3426
C -0.1816 -0.5839 -3.4508
C 0.6850 0.4756 -4.1258
C -0.0553 1.3892 -5.1217
S -1.8374 1.6487 -4.8131
O 2.0071 -1.1912 -2.5187
S 2.7635 -1.3253 -1.1419
O 3.8468 -0.4168 -1.1387
O 3.0169 -2.6812 -0.8003
O 1.5834 -0.7661 -0.2397
C 0.3980 -0.5916 -1.0051
C -0.8286 -0.7471 -0.1066
F -1.9452 -0.9609 -0.8060
F -0.7009 -1.7009 0.8155
F -1.0081 0.4143 0.5602
H -3.6480 -3.4909 -2.6114
H -2.3303 -2.4229 -3.1192
H -2.5714 -3.9305 -3.9475
H -1.1338 -4.9905 -2.4674
H -2.2029 -4.5658 -1.1454
H 1.2142 -3.4057 -2.1638
H -0.0073 -3.1326 -3.4039
H -0.5176 -1.3023 -4.2013
H -1.0589 -0.1201 -2.9968
H 1.2068 1.0849 -3.3840
H 1.4618 -0.0486 -4.6865
H 0.3996 2.3771 -5.0967
H 0.0446 1.0183 -6.1402
H -1.7827 2.9624 -4.5810
H 0.3948 0.4712 -1.2775
C -1.5854 1.3586 3.5951
N -2.4056 1.0601 4.7515
C -2.5274 -0.3165 5.1978
C -3.0641 2.0162 5.4353
O -3.7609 1.8101 6.4100
H -1.9536 0.8362 2.7144
H -0.5501 1.0576 3.7706
H -1.6088 2.4302 3.4025
H -3.5693 -0.6369 5.1752
H -2.1690 -0.4215 6.2223
H -1.9388 -0.9525 4.5405
H -2.9089 3.0271 5.0197
C 4.0499 5.0417 -1.4345
N 3.6199 3.6998 -1.0972
C 4.5193 2.8338 -0.3528
C 2.4053 3.2348 -1.4117
O 1.9843 2.1325 -1.0911
H 4.9384 5.0120 -2.0686
H 4.2714 5.5998 -0.5240
H 3.2530 5.5516 -1.9735
H 4.7479 1.9239 -0.9039
H 4.0483 2.5307 0.5801
H 5.4355 3.3768 -0.1358
H 1.7924 3.9607 -1.9726
C -1.9171 -5.4913 -7.9993
N -1.3000 -4.8302 -6.8713
C -0.7055 -5.6213 -5.8000
C -1.2493 -3.4944 -6.7473
O -0.7664 -2.9374 -5.7735
H -2.7415 -6.1270 -7.6712
H -1.1927 -6.1119 -8.5301
H -2.3061 -4.7437 -8.6889
H -1.1773 -5.3858 -4.8497
H 0.3571 -5.3878 -5.7198
H -0.8368 -6.6788 -6.0013
H -1.6986 -2.9448 -7.5896
C 1.3260 3.0228 3.7350
N 2.0375 4.2383 3.3989
C 2.0361 5.3399 4.3470
C 2.6968 4.3724 2.2363
O 3.3126 5.3675 1.8921
H 0.2647 3.2277 3.8911
H 1.7276 2.5784 4.6475
H 1.4277 2.3069 2.9200
H 1.5990 6.2303 3.8914
H 3.0543 5.5844 4.6505
H 1.4636 5.0564 5.2264
H 2.6147 3.4783 1.5985
C -0.8276 -7.6176 -0.1930
N -1.4032 -7.6451 -1.5216
C -2.8420 -7.5227 -1.6799
C -0.6471 -7.7684 -2.6276
O -1.0886 -7.7801 -3.7633
H -1.2114 -8.4401 0.4136
H -1.0569 -6.6763 0.3103
H 0.2540 -7.7144 -0.2656
H -3.2491 -8.3985 -2.1854
H -3.0890 -6.6455 -2.2801
H -3.2975 -7.4271 -0.6971
H 0.4316 -7.8386 -2.4117
C -1.0103 7.6468 9.0874
N -0.0044 7.0060 8.2678
C 0.8630 7.8205 7.4338
C 0.1612 5.6696 8.2481
O 0.9959 5.0939 7.5747
H -1.7151 8.2086 8.4712
H -0.5512 8.3326 9.8023
H -1.5621 6.8888 9.6402
H 0.7495 7.5521 6.3831
H 1.9082 7.6715 7.7058
H 0.5999 8.8670 7.5679
H -0.5393 5.1339 8.9095
*
```